# 1
Below is an isolated molecule of C4H7ClO2 at a distorted geometry, with properties calculated with ωB97M-V/def2-TZVPD.

```
14
C4H7ClO2, DFT ωB97M-V/def2-TZVPD
C 1.560 -0.838 -1.259
C -1.373 0.158 -0.491
C 0.286 0.793 1.255
C -0.254 -0.363 0.395
O 1.762 0.266 -1.688
O 0.757 -1.175 -0.318
Cl -0.978 -1.580 1.484
H 2.172 -1.727 -1.695
H -1.802 -0.509 -1.101
H -1.152 0.962 -1.154
H -2.063 0.533 0.181
H 0.961 0.573 1.995
H 0.612 1.449 0.566
H -0.488 1.458 1.829
```

The net charge is 0. Its energy above the lowest of the compared OMol25 structures with the same formula, charge and spin is 0.626 eV. The value obtained for the HOMO energy is -10.61 eV. The HOMO-LUMO gap is 11.4 eV. Its maximum force is 3.9 eV/A. For the total energy, the calculation gives -767.25080 Eh.

Löwdin population analysis, charges in e, atoms 1 to 4: number 1, C, carries -0.4024; number 2, C, carries -0.0729; number 3, C, carries -0.0641; number 4, C, carries -0.7961

=====

# 2
Below is an isolated molecule of C4H7ClO2S2 at a distorted geometry, with properties calculated with ωB97M-V/def2-TZVPD.

```
16
C4H7ClO2S2, DFT ωB97M-V/def2-TZVPD
C -0.484 -0.407 -1.190
C -0.040 0.301 0.047
C 1.030 -0.502 0.864
C 0.596 1.655 -0.156
O -2.221 -2.148 1.357
O -1.064 -1.598 -0.751
S -1.510 0.583 1.097
S -2.308 -1.279 0.233
Cl 2.099 1.472 -1.037
H -1.088 0.161 -1.970
H 0.376 -0.663 -1.844
H 1.781 0.269 1.172
H 1.527 -1.287 0.257
H 0.525 -0.932 1.823
H 0.873 2.008 0.804
H -0.094 2.368 -0.706
```

The net charge is 0. Its energy above the lowest of the compared OMol25 structures with the same formula, charge and spin is 0.000 eV. The value obtained for the HOMO energy is -9.55 eV. The HOMO-LUMO gap is 9.6 eV. Its maximum force is 3.0 eV/A. For the total energy, the calculation gives -1563.61103 Eh.

Löwdin population analysis, charges in e, atoms 1 to 4: number 1, C, carries -0.3342; number 2, C, carries -0.9010; number 3, C, carries -0.1122; number 4, C, carries -0.6366